Run i
ORCA calculation (ωB97M-V/def2-TZVPD) on a 2-piece molecular cluster, C2H4OS2 overall.

```
9
Properties=species:S:1:pos:R:3:nbo_charge:R:1
C -1.831 -0.353 -0.465 -0.371
C -0.640 -0.036 -0.080 -0.379
O 1.667 -0.092 -0.441 -0.832
S 3.630 0.200 1.618 -0.232
S 2.121 0.766 0.613 1.073
H -2.623 -0.708 0.084 0.184
H -2.061 -0.282 -1.499 0.184
H -0.282 0.080 0.958 0.164
H 0.019 0.424 -0.789 0.209
```

multiplicity: 1
lowest unoccupied orbital energy: -1.97 eV
E_HOMO: -10.02 eV

---

Run ii
ORCA calculation (ωB97M-V/def2-TZVPD) on C2H4OS2 as an isolated structure.

```
9
Properties=species:S:1:pos:R:3:nbo_charge:R:1
C 0.568 0.453 -0.126 -0.721
C -0.774 -0.345 -0.275 0.525
H 0.426 -0.326 -2.094 0.157
H 1.026 -0.083 0.894 0.242
H 0.329 1.366 0.545 0.281
H -0.112 -0.308 2.344 0.147
O -1.349 -0.926 -1.158 -0.515
S 1.469 0.401 -1.614 0.031
S -1.583 -0.233 1.483 -0.147
```

multiplicity: 1
lowest unoccupied orbital energy: -0.53 eV
E_HOMO: -9.40 eV

---

Run iii
ORCA calculation (ωB97M-V/def2-TZVPD) on an isolated molecule of C2H4OS2.

```
9
Properties=species:S:1:pos:R:3:nbo_charge:R:1
C 0.901 0.196 0.368 -0.612
C -0.472 0.701 -0.330 0.158
H 0.244 -2.224 -0.194 0.151
H 0.621 0.471 1.580 0.260
H 1.739 1.020 -0.006 0.257
H -2.193 -0.187 -0.131 0.493
O -1.240 -0.519 -0.110 -0.725
S 1.389 -1.548 -0.244 -0.019
S -0.988 2.089 -0.933 0.036
```

multiplicity: 1
lowest unoccupied orbital energy: -0.11 eV
SMILES string: OC(=S)CS
E_HOMO: -9.18 eV

---

Run iv
ORCA calculation (ωB97M-V/def2-TZVPD) on C2H4OS2 as an isolated structure.

```
9
Properties=species:S:1:pos:R:3:nbo_charge:R:1
C -0.407 -1.382 0.312 -0.673
C 0.091 0.836 -0.485 -0.154
O 0.362 1.888 0.356 -0.694
S 1.167 -0.589 -0.053 0.190
S -1.482 -0.005 -0.174 0.218
H -0.753 -2.345 -0.120 0.235
H -0.429 -1.489 1.464 0.220
H 0.035 1.156 -1.547 0.187
H 1.416 1.930 0.246 0.471
```

multiplicity: 1
lowest unoccupied orbital energy: 0.11 eV
E_HOMO: -9.08 eV

---

Of them, run iv has the highest stability.

---

Run i
ORCA calculation (ωB97M-V/def2-TZVPD) on a 2-piece molecular cluster, C6H11N2O2 overall.

```
21
Properties=species:S:1:pos:R:3:nbo_charge:R:1
C -1.911 -0.757 0.767 -0.066
C -1.778 0.209 -0.167 0.158
C -0.099 0.473 1.238 0.240
C -2.954 0.517 -1.072 -0.641
C 2.927 0.616 -0.087 0.434
C 2.037 -0.699 -0.576 -0.142
N -0.693 0.969 0.145 -0.479
N -0.830 -0.627 1.615 -0.465
O 2.370 1.479 0.503 -0.547
O 2.752 -1.709 -0.188 -0.656
H -2.425 -1.648 0.616 0.252
H -3.482 1.513 -0.818 0.256
H -2.619 0.751 -2.072 0.238
H -3.604 -0.331 -1.027 0.248
H 4.020 0.466 -0.147 0.126
H 1.952 -0.833 -1.640 0.170
H 0.990 -0.489 -0.213 0.158
H -0.251 1.653 -0.474 0.467
H -0.729 -1.123 2.478 0.456
H 0.823 0.963 1.793 0.321
H 3.501 -1.392 -0.674 0.472
```

multiplicity: 1
lowest unoccupied orbital energy: -3.27 eV
charge: +1
E_HOMO: -13.09 eV

---

Run ii
ORCA calculation (ωB97M-V/def2-TZVPD) on a 2-piece molecular cluster, C6H11N2O2 overall.

```
21
Properties=species:S:1:pos:R:3:nbo_charge:R:1
C 1.039 -2.944 1.924 0.435
C -0.678 -1.081 1.554 0.572
C -1.419 0.879 0.295 -0.263
C -0.073 -0.844 -0.901 -0.183
C -0.390 1.933 -0.080 -0.208
C 1.106 0.211 -1.056 -0.249
N -0.787 -0.489 0.324 -0.500
N 0.403 1.456 -1.367 -0.506
O 2.092 -3.040 1.449 -0.436
O -1.221 -0.815 2.560 -0.563
H 0.502 -3.406 2.680 0.168
H -1.830 0.882 1.290 0.281
H -2.113 0.967 -0.456 0.201
H -0.589 -0.487 -1.754 0.171
H 0.247 -1.849 -0.862 0.259
H -0.913 2.917 -0.151 0.253
H 0.355 2.093 0.569 0.213
H 1.746 0.272 -0.178 0.248
H 1.668 -0.035 -2.026 0.234
H -0.217 1.228 -2.155 0.428
H 1.073 2.153 -1.659 0.446
```

multiplicity: 1
lowest unoccupied orbital energy (alpha / beta): -3.46 / -3.47 eV
charge: +1
E_HOMO (alpha / beta): -11.10 / -10.90 eV

---

Of them, run i has the highest stability.

---

Run i
ORCA calculation (ωB97M-V/def2-TZVPD) on a 2-piece molecular cluster, C5H7N3O2 overall.

```
17
Properties=species:S:1:pos:R:3:nbo_charge:R:1
C 1.013 0.435 1.370 0.071
C 1.996 1.048 -0.417 0.205
C -2.266 0.189 -0.262 0.883
C 0.711 -1.992 0.405 -0.191
C 1.141 -0.686 0.383 0.019
N 1.479 1.483 0.768 -0.478
N 1.728 -0.206 -0.747 -0.450
N -1.201 0.112 -1.146 -0.861
O -2.871 -0.799 0.020 -0.624
O -2.370 1.307 0.340 -0.670
H 0.698 0.471 2.447 0.226
H 2.503 1.785 -0.974 0.191
H 0.867 -2.775 -0.305 0.209
H 0.119 -2.442 1.117 0.197
H -1.604 1.958 0.232 0.506
H -1.105 -0.731 -1.577 0.390
H -0.840 0.841 -1.655 0.379
```

multiplicity: 1
lowest unoccupied orbital energy: -1.25 eV
SMILES string: C=C1C=NC=N1.NC(=O)O
E_HOMO: -9.89 eV

---

Run ii
ORCA calculation (ωB97M-V/def2-TZVPD) on an isolated molecule of C5H7N3O2.

```
17
Properties=species:S:1:pos:R:3:nbo_charge:R:1
N 1.435 1.905 -2.053 -0.819
C 0.756 0.620 -2.147 -0.276
C 0.405 0.096 -0.795 0.501
N -0.757 -0.181 -0.301 -0.450
C -0.504 -0.656 0.975 -0.046
C 0.834 -0.588 1.207 0.098
O 1.413 -0.138 0.073 -0.410
C -1.583 -1.118 1.861 0.525
N -2.830 -0.937 1.675 -0.651
H 2.392 1.788 -1.732 0.360
H 1.487 2.337 -2.971 0.363
H -0.188 0.745 -2.689 0.228
H 1.341 -0.155 -2.676 0.189
H 1.474 -0.814 2.053 0.226
O -1.133 -1.472 3.070 -0.697
H -3.000 -0.583 0.734 0.358
H -1.543 -0.850 3.716 0.501
```

multiplicity: 1
lowest unoccupied orbital energy: 0.65 eV
SMILES string: [H]/N=C(/O)c1coc(CN)n1
E_HOMO: -9.37 eV

---

Of them, run ii has the highest stability.

---

Run i
ORCA calculation (ωB97M-V/def2-TZVPD) on an isolated molecule of CH3NO2S2.

```
9
Properties=species:S:1:pos:R:3:nbo_charge:R:1
C 0.441 0.951 -0.965 -0.490
N -0.761 -1.160 0.013 -1.060
O 0.200 0.832 1.572 -0.887
O 1.605 -0.868 0.570 -0.934
S -0.704 2.545 -0.557 0.046
S 0.460 -0.064 0.477 2.243
H 0.937 0.910 -1.996 0.264
H -0.509 -2.128 0.324 0.412
H -1.669 -1.017 0.562 0.407
```

multiplicity: 1
lowest unoccupied orbital energy (alpha / beta): -2.50 / -2.50 eV
SMILES string: NS(=O)(=O)C=S
E_HOMO (alpha / beta): -9.47 / -9.47 eV

---

Run ii
ORCA calculation (ωB97M-V/def2-TZVPD) on an isolated molecule of CH3NO2S2.

```
9
Properties=species:S:1:pos:R:3:nbo_charge:R:1
C -1.319 -0.292 0.033 -0.696
N 1.138 0.209 0.221 -1.058
O 1.111 2.384 -1.159 -0.793
O 0.254 -2.193 -0.095 -0.923
S 0.436 1.751 0.023 1.189
S 0.082 -1.018 0.754 1.398
H -2.286 -0.238 0.719 0.228
H -1.531 -0.846 -0.917 0.240
H 2.115 0.243 0.422 0.415
```

multiplicity: 1
lowest unoccupied orbital energy (alpha / beta): -1.32 / -1.55 eV
E_HOMO (alpha / beta): -9.39 / -9.13 eV

---

Run iii
ORCA calculation (ωB97M-V/def2-TZVPD) on a 2-piece molecular cluster, CH3NO2S2 overall.

```
9
Properties=species:S:1:pos:R:3:nbo_charge:R:1
C -0.280 0.424 -1.007 -0.554
N -0.983 -0.795 1.643 0.419
O 0.082 0.027 2.268 -0.618
O -0.545 -1.771 1.122 -0.270
S 1.037 -0.710 -1.265 0.056
S -0.516 1.668 -2.011 0.256
H -0.194 0.977 2.261 0.485
H 0.871 -1.456 -0.072 0.173
H 0.526 1.637 -2.939 0.053
```

multiplicity: 1
lowest unoccupied orbital energy: -0.27 eV
E_HOMO: -8.96 eV

---

Of them, run i has the highest stability.

---

Run i
ORCA calculation (ωB97M-V/def2-TZVPD) on an isolated molecule of CH5O2P.

```
9
Properties=species:S:1:pos:R:3:nbo_charge:R:1
C 1.292 -0.439 0.185 -0.242
O -2.585 -0.005 0.310 -1.080
O -0.224 -0.666 0.500 -0.842
P -1.267 0.352 -0.070 1.877
H 1.947 0.025 0.958 0.209
H 1.175 0.201 -0.599 0.171
H 1.635 -1.426 -0.192 0.213
H -1.001 1.602 0.345 -0.148
H -0.972 0.356 -1.435 -0.157
```

multiplicity: 1
lowest unoccupied orbital energy: 0.71 eV
SMILES string: CO[PH2]=O
E_HOMO: -10.64 eV

---

Run ii
ORCA calculation (ωB97M-V/def2-TZVPD) on a 2-piece molecular cluster, CH5O2P overall.

```
9
Properties=species:S:1:pos:R:3:nbo_charge:R:1
C -0.103 1.357 0.894 -0.214
O -0.118 -2.380 -1.482 -1.044
O -1.182 -0.355 -0.617 -0.852
P 0.071 -1.177 -0.720 1.860
H -0.298 2.311 0.423 0.194
H 0.869 0.931 0.549 0.201
H -0.808 0.883 1.625 0.233
H 1.024 -0.339 -1.257 -0.192
H 0.546 -1.232 0.585 -0.185
```

multiplicity: 1
lowest unoccupied orbital energy (alpha / beta): -2.09 / -3.23 eV
E_HOMO (alpha / beta): -10.45 / -10.28 eV

---

Of them, run i has the highest stability.

---

Run i
ORCA calculation (ωB97M-V/def2-TZVPD) on an isolated molecule of C8H13N.

```
22
Properties=species:S:1:pos:R:3:nbo_charge:R:1
C 0.383 -0.557 -0.976 -0.474
C -2.320 1.057 -0.964 -0.684
C 1.831 0.974 0.541 -0.665
C -1.513 0.648 0.242 0.290
C -0.694 -0.582 0.066 -0.043
C 1.650 -0.382 -0.067 0.076
C -0.940 -1.647 0.833 -0.357
C 2.562 -1.337 0.025 -0.432
N -1.494 1.238 1.355 -0.625
H -2.100 2.056 1.411 0.333
H 0.455 -1.516 -1.490 0.226
H 0.290 0.296 -1.648 0.215
H -1.664 1.462 -1.739 0.227
H -3.055 1.822 -0.697 0.221
H -2.835 0.186 -1.382 0.231
H 2.747 1.010 1.118 0.216
H 0.989 1.201 1.196 0.245
H 1.877 1.742 -0.229 0.209
H -0.412 -2.576 0.693 0.196
H -1.689 -1.615 1.605 0.209
H 2.427 -2.309 -0.419 0.191
H 3.502 -1.171 0.527 0.196
```

multiplicity: 1
lowest unoccupied orbital energy: 0.90 eV
SMILES string: [H]/N=C(\C)C(=C)CC(=C)C
E_HOMO: -8.87 eV

---

Run ii
ORCA calculation (ωB97M-V/def2-TZVPD) on an isolated molecule of C8H13N.

```
22
Properties=species:S:1:pos:R:3:nbo_charge:R:1
C -2.124 -0.056 0.204 0.101
C 2.360 -0.693 -0.495 -0.391
C 1.278 -1.802 -0.309 -0.392
C 0.799 -0.103 1.426 -0.424
C 1.364 0.315 0.110 -0.036
C 0.308 -0.755 0.199 0.109
C -3.532 -0.231 -0.262 -0.651
C 1.157 1.693 -0.460 -0.628
N -1.277 -0.906 -0.162 -0.381
H -1.834 0.682 0.878 0.149
H 3.161 -0.972 0.140 0.203
H 2.481 -0.565 -1.575 0.215
H 1.082 -2.180 -1.225 0.209
H 1.722 -2.653 0.228 0.193
H 1.508 -0.507 2.098 0.205
H 0.205 0.596 1.801 0.207
H -4.265 -0.546 0.425 0.224
H -3.882 0.681 -0.503 0.210
H -3.677 -0.968 -1.187 0.228
H 0.379 2.393 -0.028 0.220
H 0.887 1.673 -1.574 0.209
H 2.139 2.157 -0.618 0.222
```

multiplicity: 1
lowest unoccupied orbital energy: 1.02 eV
SMILES string: C/C=N/[C@@]12CC[C@]1(C)C2
E_HOMO: -8.90 eV

---

Of them, run i has the highest stability.